31
Properties=species:S:1:pos:R:3:nbo_charge:R:1 method="wB97M-V/def2-TZVPD" gap_ev=7.3 total_charge=-1 homo_energy_ev=-3.86
C -0.92412 -0.45364 -0.73030 0.564
C 2.23669 2.10753 0.53565 -0.399
C 2.67914 0.65561 0.29626 -0.421
C 1.28030 1.93843 -0.72453 -0.389
C 0.59607 -1.94452 -0.03343 -0.452
C 1.49454 -0.40057 -2.07554 -0.410
C -0.89423 -1.97080 -0.32462 0.156
C 1.55943 0.45149 -0.74705 -0.028
C 0.57109 -0.69754 -0.91692 -0.100
C -2.77085 1.29294 1.95167 -0.635
C -2.18330 0.01319 1.34307 -0.030
N -1.71504 -2.92674 -0.76730 -0.091
O -1.50978 -4.19163 -0.98122 -0.658
O -1.78816 -0.09421 -1.57156 -0.826
O -1.00339 0.22886 0.65021 -0.633
H 1.66469 2.23188 1.56287 0.203
H 2.98871 2.98056 0.32230 0.186
H 3.67238 0.47153 -0.17175 0.193
H 2.84077 0.17334 1.24567 0.205
H 0.24844 2.25431 -0.41877 0.241
H 1.73076 2.62403 -1.61942 0.183
H 0.72669 -1.72135 1.02626 0.226
H 1.16877 -2.83466 -0.29583 0.217
H 1.06746 0.13938 -3.00042 0.224
H 2.13703 -1.23928 -2.38167 0.209
H -1.90292 1.86675 2.20942 0.206
H -3.26139 1.78687 1.13603 0.207
H -3.37272 1.18776 2.84218 0.191
H -2.83526 -0.55528 0.77910 0.176
H -2.00109 -0.73844 2.22511 0.107
H -2.50073 -2.63580 -1.36545 0.378



37
Properties=species:S:1:pos:R:3:nbo_charge:R:1 method="wB97M-V/def2-TZVPD" gap_ev="6.4 / 6.4" total_charge=+2 homo_energy_ev="-16.43 / -16.43"
O 1.35629 0.98372 -7.16046 -0.439
C 0.67263 0.84002 -6.26990 0.455
Y -0.17960 -0.44383 -1.90880 1.071
O -1.89094 1.18742 -4.35910 -0.263
C -1.47360 0.50319 -3.55869 0.489
C -2.22909 -0.87708 -0.68201 0.495
O -3.07488 -0.88311 0.10163 -0.322
C 0.79258 -2.31333 -1.03521 0.484
O 1.48276 -3.05952 -0.51203 -0.321
C -1.30273 -2.56293 -3.24136 0.540
O -1.61498 -3.43697 -3.93553 -0.350
H 0.95982 -0.94931 -3.43136 -0.342
C 0.57910 -2.47478 2.36962 -0.659
C -0.69288 -2.01656 1.71449 -0.071
O -0.73603 -0.51579 1.68021 -0.828
P 0.11568 0.34491 0.52980 1.723
O 0.67201 1.46935 1.64573 -0.769
C 1.36062 0.83174 2.75539 -0.077
C 0.50109 0.68644 4.00117 -0.652
O 1.05902 1.27288 -0.97722 -0.840
C 0.68765 2.63188 -0.93977 -0.105
C -0.83284 2.90064 -0.96664 -0.637
H 1.48952 -2.27086 1.79723 0.215
H 0.45235 -3.55782 2.42882 0.265
H 0.66015 -2.07550 3.39085 0.256
H -0.82705 -2.43651 0.69572 0.165
H -1.59579 -2.20409 2.31767 0.251
H 1.74923 -0.15071 2.44120 0.175
H 2.18582 1.51491 2.91939 0.241
H -0.36179 0.01990 3.85334 0.224
H 1.12508 0.27272 4.81250 0.251
H 0.14565 1.67711 4.32729 0.247
H 1.15400 3.08248 -0.02547 0.225
H 1.19042 3.04146 -1.84304 0.221
H -1.33445 2.53264 -0.05870 0.212
H -0.96207 3.98271 -1.02002 0.289
H -1.28278 2.45255 -1.85672 0.185



29
Properties=species:S:1:pos:R:3:nbo_charge:R:1 method="wB97M-V/def2-TZVPD" smiles="C[Si](C)(C)C(=S)Cc1ccccc1" gap_ev=8.0 homo_energy_ev=-8.30
C -0.96100 0.90298 -3.53009 -0.226
C -0.10836 1.60648 -2.74849 -0.178
C -2.06568 0.45692 -2.93383 -0.184
C -0.28091 1.68853 -1.38571 -0.229
C -2.34912 0.61458 -1.57532 -0.209
C -1.39233 1.14415 -0.76147 -0.015
C -1.32768 0.12321 1.49749 -0.480
C 1.85544 0.57208 1.36257 -1.121
C 0.64985 -1.59536 -0.35944 -1.094
C 0.73090 -1.84489 2.80224 -1.132
C -1.55247 1.37053 0.71806 -0.517
Si 0.42582 -0.70773 1.33085 1.598
S -2.42005 -0.12192 2.65494 0.088
H -0.67633 0.75464 -4.51000 0.214
H 0.78128 1.96019 -3.11509 0.203
H -2.78435 -0.04886 -3.56661 0.206
H 0.47318 2.08275 -0.75120 0.206
H -3.27792 0.13280 -1.32870 0.222
H 1.87094 0.97323 0.32490 0.230
H 1.55829 1.21871 2.17900 0.236
H 2.93821 0.32899 1.64435 0.259
H 0.39358 -0.77920 -1.08526 0.251
H 1.75912 -1.84782 -0.17544 0.233
H 0.22905 -2.56535 -0.47600 0.242
H 0.01932 -1.92131 3.55898 0.250
H 1.00276 -2.94154 2.41858 0.238
H 1.68297 -1.73237 3.34913 0.245
H -0.79711 2.07060 0.91830 0.229
H -2.52878 1.87128 0.99787 0.235



28
Properties=species:S:1:pos:R:3:nbo_charge:R:1 method="wB97M-V/def2-TZVPD" smiles="C=C[Si](C=C)=CCC=C=C(C)C" gap_ev=7.5 homo_energy_ev=-7.49
C 0.81810 -0.30365 -2.50560 -0.267
C 1.32775 0.70642 -1.86488 0.068
C -0.38326 -1.16393 -2.22114 -0.436
C -0.46685 -3.70061 2.34588 -0.314
C -3.43369 -0.20057 1.43356 -0.340
C -0.23067 -1.93558 -0.89782 -0.769
C -0.72833 -2.37279 2.20905 -0.672
C -2.26846 -0.05396 0.74091 -0.642
C 2.66698 1.57806 -0.04949 -0.643
C 0.96539 3.07271 -1.26129 -0.627
C 1.50658 1.70165 -1.03061 -0.053
Si -0.86389 -1.34542 0.65967 1.353
H 1.29758 -0.62408 -3.36759 0.201
H -0.49525 -1.81213 -2.97812 0.208
H -1.24524 -0.40309 -2.07318 0.200
H -0.35590 -4.09886 3.31728 0.192
H -0.10604 -4.35788 1.39143 0.203
H -4.12602 0.62896 1.37725 0.197
H -3.71533 -1.16212 1.82608 0.202
H 0.53814 -2.59572 -0.95778 0.199
H -0.96421 -1.85559 3.05107 0.206
H -2.22691 0.69839 -0.01648 0.219
H 2.55878 0.56605 0.34219 0.232
H 2.73834 2.41096 0.62649 0.211
H 3.68349 1.52070 -0.54736 0.218
H 1.77791 3.71902 -1.11984 0.211
H 0.31664 3.32475 -0.39601 0.214
H 0.43335 3.16457 -2.25896 0.228



38
Properties=species:S:1:pos:R:3:nbo_charge:R:1 method="wB97M-V/def2-TZVPD" gap_ev=4.7 homo_energy_ev=-6.80
H 0.29102 -2.58903 0.43575 0.252
N -0.86552 -1.23276 -0.74475 -0.602
B -2.36207 -0.14285 -2.53579 0.541
N -1.73003 -1.41543 -1.83548 -0.315
C -1.80948 -2.73094 -2.09492 0.048
Be -0.77815 0.35799 -0.40127 1.719
H -2.44168 -3.09973 -2.87851 0.240
C -0.97556 -3.41749 -1.21412 -0.333
H -0.80984 -4.48111 -1.18255 0.255
C -0.41182 -2.44980 -0.37963 0.033
H -3.09316 -0.41670 -3.44229 -0.001
C 3.37413 0.76090 1.92579 -0.849
H 3.89380 0.29462 2.75767 0.280
H 2.38802 1.16087 2.22780 0.180
H 3.10661 -0.01488 1.17941 0.179
N -1.11610 0.73532 -2.94849 -0.325
N -3.04140 0.66482 -1.37861 -0.307
N -0.16367 1.00966 -1.96090 -0.538
N -2.28221 0.95958 -0.24700 -0.601
C -0.68015 1.23348 -4.11449 0.037
C -4.27406 1.16758 -1.21286 0.048
H -1.26955 1.15102 -5.00955 0.237
H -5.03888 1.09594 -1.96146 0.243
C 0.57381 1.79714 -3.91948 -0.337
C -4.33099 1.78746 0.02857 -0.330
C 0.86429 1.63914 -2.56114 0.022
C -3.07776 1.64184 0.61388 0.026
H 1.18164 2.25979 -4.66079 0.248
H -5.16521 2.28850 0.46554 0.250
H 1.75507 1.94402 -2.04034 0.243
H -2.73441 1.99625 1.57673 0.245
H 3.93503 1.54582 1.39929 0.207
B 4.22259 -0.88241 6.46024 -0.581
C 5.07181 -1.01594 5.13608 0.226
N 5.73128 -1.10747 4.17199 -0.574
H 4.97857 -0.85029 7.43017 -0.014
H 3.45182 -1.80723 6.51853 -0.026
H 3.63221 0.16234 6.39696 -0.026



36
Properties=species:S:1:pos:R:3:lowdin_spin:R:1 method="wB97M-V/def2-TZVPD" gap_ev="7.5 / 2.7" total_charge=+4 homo_energy_ev="-22.97 / -22.38" s2=8.78 multiplicity=6
C -0.30024 2.76670 -1.58377 0.023
N 0.07130 1.48760 -1.21555 0.150
N -1.11869 0.72281 -1.06286 0.021
C -2.12203 1.43179 -1.64141 0.105
C -1.65887 2.71203 -1.92283 0.045
B -1.38522 -0.74647 -0.42414 0.011
N -0.06508 -1.36163 -0.97772 0.057
N 1.20794 -0.79114 -1.04039 0.300
C 2.06397 -1.71062 -1.58821 -0.012
C 1.28770 -2.80862 -1.99747 0.165
C -0.03232 -2.53402 -1.65174 0.152
Ir 1.88825 1.04280 -0.59538 1.613
N -1.88400 -1.10008 1.17515 0.381
N -0.96812 -0.91584 2.17881 0.392
C -1.56902 -0.96355 3.37318 0.367
C -2.89053 -1.45758 3.19703 0.440
C -3.05328 -1.56604 1.79488 0.352
H -1.07720 -0.66043 4.26229 0.009
H -3.92183 -1.93802 1.27636 0.007
H -3.59849 -1.68233 3.96564 0.011
H -2.29571 -1.19853 -1.12686 0.002
H -0.95338 -3.07426 -1.72147 0.005
H -3.06711 0.96712 -1.79428 0.004
H 1.63728 -3.71998 -2.41753 0.006
H -2.27889 3.50907 -2.27969 0.001
H 3.14285 -1.51225 -1.60463 -0.002
H 0.33030 3.65118 -1.34920 0.003
H 2.63642 -0.08543 0.90124 0.038
C 3.48890 0.46255 0.36940 0.133
H 4.17730 -0.30903 -0.02474 0.018
H 3.34734 1.30635 -0.54423 0.042
H 3.90232 1.06730 1.17098 0.013
C 1.35911 2.13203 0.99666 0.101
H 1.54923 3.20751 0.92532 0.032
H 1.86503 1.64402 1.83837 0.007
H 0.28475 2.02501 1.13879 0.005



Respective relative energy (zero: lowest compared OMol25 entry of this formula, charge and spin) values: 110.9; 68.7; 0.0; 152.2; 33.7; 69.2 kcal per mole.
Respective strongest force on any atom values: 3.7; 6.1; 4.0; 6.3; 1.9; 8.8 eV/A.